No. 1
DFT (ωB97M-V/def2-TZVPD) results for an isolated molecule of C6H6O4.

Computed properties:
HOMO energy: -9.05 eV
Lowest unoccupied orbital energy: -1.21 eV
Kohn-Sham gap: 7.848 eV
Relative energy (zero: lowest compared OMol25 entry of this formula, charge and spin): 60.4 kcal/mol
Net charge: 0

Last column: Mulliken charge in e.
Geometry (Å):
C (1.132, 0.042, -1.096)  -1.62
C (0.591, 0.235, 0.373)  1.01
O (1.580, 0.624, 1.324)  -0.59
C (-0.149, -1.020, 0.858)  -0.65
C (-1.380, -1.083, 0.070)  0.32
O (-1.877, -2.072, -0.379)  -0.50
C (-1.924, 0.340, -0.193)  0.48
O (-2.928, 0.759, -0.615)  -0.42
C (-0.453, 1.253, 0.136)  0.21
O (-0.338, 2.415, -0.017)  -0.50
H (1.681, -0.829, -1.276)  0.48
H (1.804, 0.856, -1.424)  0.34
H (0.461, -0.221, -1.888)  0.42
H (1.724, 1.550, 1.219)  0.38
H (-0.513, -0.956, 1.920)  0.31
H (0.591, -1.894, 0.987)  0.33

No. 2
DFT (ωB97M-V/def2-TZVPD) results for a structure of composition C13H12ClIN3OSTl.

Computed properties:
HOMO energy: -7.05 eV
Lowest unoccupied orbital energy: -0.13 eV
Kohn-Sham gap: 6.912 eV
Net charge: 0

Last column: Mulliken charge in e.
Geometry (Å):
Tl (3.052, 1.034, 0.006)  0.67
Cl (-3.247, 2.929, 3.513)  -0.28
C (-1.819, 2.907, 2.515)  0.47
C (-1.382, 4.069, 1.933)  -0.50
C (-0.259, 4.064, 1.110)  -0.44
I (0.388, 5.847, 0.214)  0.04
C (0.496, 2.915, 0.828)  0.72
O (1.504, 2.912, 0.042)  -0.84
C (0.056, 1.716, 1.514)  -0.04
N (0.829, 0.612, 1.365)  -0.36
C (0.483, -0.506, 1.962)  -0.46
C (-0.684, -0.628, 2.730)  -0.89
C (-1.479, 0.470, 2.910)  -0.61
C (-1.112, 1.703, 2.327)  0.50
H (-1.910, 4.995, 2.114)  0.40
H (1.163, -1.343, 1.844)  0.67
H (-0.942, -1.578, 3.179)  0.41
H (-2.381, 0.420, 3.503)  0.41
S (2.917, -2.233, -0.118)  -0.38
C (1.668, -2.259, -1.245)  0.05
N (0.440, -2.676, -0.905)  -0.10
C (-0.726, -2.669, -1.780)  -0.59
C (-0.513, -1.684, -2.917)  -0.59
C (0.849, -1.934, -3.546)  -0.61
N (1.862, -1.835, -2.506)  -0.11
H (0.340, -3.002, 0.040)  0.24
H (-1.597, -2.379, -1.192)  0.35
H (-0.899, -3.674, -2.178)  0.31
H (-0.541, -0.664, -2.528)  0.28
H (-1.303, -1.797, -3.657)  0.35
H (1.065, -1.187, -4.308)  0.39
H (0.870, -2.922, -4.019)  0.27
H (2.814, -1.624, -2.747)  0.25

No. 3
DFT (ωB97M-V/def2-TZVPD) results for a structure of composition C5H5NO.

Computed properties:
HOMO energy (alpha / beta): -8.76 / -8.64 eV
Lowest unoccupied orbital energy (alpha / beta): -1.70 / -1.66 eV
Kohn-Sham gap (alpha / beta): 7.052 / 6.983 eV
Relative energy (zero: lowest compared OMol25 entry of this formula, charge and spin): 153.3 kcal/mol
Net charge: 0

Last column: Mulliken charge in e.
Geometry (Å):
O (1.021, -1.461, -0.672)  -0.49
C (1.344, -0.226, -0.074)  -0.49
C (0.227, 0.647, 0.361)  -0.44
C (-0.865, 0.030, 0.953)  -0.19
C (-1.789, -0.479, 1.567)  0.08
C (-0.437, 1.548, -1.270)  0.17
N (-0.805, 2.637, -1.461)  -0.42
H (0.395, -1.915, -0.092)  0.35
H (1.902, -0.348, 0.873)  0.32
H (2.017, 0.291, -0.762)  0.38
H (-0.294, 0.488, -1.548)  0.33
H (-2.625, -0.849, 2.116)  0.41

No. 4
DFT (ωB97M-V/def2-TZVPD) results for a structure of composition C43H54Cl2N4O2P2Sn.

Computed properties:
HOMO energy: -11.76 eV
Lowest unoccupied orbital energy: -6.77 eV
Kohn-Sham gap: 4.990 eV
Net charge: +2

Last column: Mulliken charge in e.
Geometry (Å):
Sn (0.855, -0.179, -0.320)  0.28
C (-0.700, 0.121, -4.109)  -0.79
C (0.830, 0.038, -4.194)  0.27
C (1.504, 1.434, -4.144)  -1.51
P (1.461, -0.803, -2.685)  0.52
C (3.280, -1.137, -2.687)  0.57
C (4.113, 0.108, -2.374)  -1.14
C (3.650, -1.865, -3.970)  -1.20
C (0.662, -2.382, -2.786)  -1.02
C (0.278, -2.938, -3.946)  0.69
C (-0.457, -4.149, -3.990)  0.58
C (-0.920, -4.717, -5.312)  -1.78
C (-0.779, -4.754, -2.839)  -0.97
C (-0.302, -4.270, -1.634)  -0.73
C (0.370, -2.994, -1.564)  0.22
N (0.673, -2.295, -0.383)  -0.10
C (0.008, -2.713, 0.800)  0.00
C (0.485, -3.687, 1.705)  -0.71
C (-0.158, -3.923, 2.916)  -0.72
C (-1.301, -3.231, 3.297)  0.21
C (-2.053, -3.559, 4.584)  -1.65
C (-1.819, -2.275, 2.365)  -1.56
C (-1.207, -2.094, 1.075)  0.79
P (-1.870, -0.797, -0.074)  1.93
C (-3.249, -0.019, 0.876)  0.74
C (-3.604, 1.403, 0.330)  -1.53
C (-4.553, -0.749, 0.978)  -1.95
C (-2.571, -1.682, -1.619)  3.15
C (-3.118, -3.027, -1.232)  -1.70
C (-3.496, -0.712, -2.459)  -1.52
H (-1.126, 0.671, -4.961)  0.57
H (-1.148, -0.812, -4.064)  0.05
H (-1.006, 0.663, -3.166)  -0.23
H (1.164, -0.469, -5.114)  0.75
H (1.584, 1.911, -3.185)  0.27
H (2.514, 1.249, -4.545)  0.42
H (1.069, 2.216, -4.876)  0.33
H (3.297, -1.750, -1.766)  0.38
H (4.111, 0.794, -3.296)  0.19
H (3.801, 0.612, -1.420)  0.12
H (5.157, -0.154, -2.248)  0.51
H (3.485, -1.284, -4.864)  0.27
H (4.695, -2.127, -3.895)  0.51
H (3.098, -2.831, -3.996)  0.24
H (0.497, -2.430, -4.903)  0.24
H (-0.757, -4.028, -6.145)  0.34
H (-0.297, -5.556, -5.472)  0.39
H (-1.932, -5.090, -5.291)  0.40
H (-1.473, -5.583, -2.733)  0.49
H (-0.769, -4.660, -0.696)  0.40
H (1.412, -4.228, 1.430)  0.52
H (0.170, -4.665, 3.617)  0.48
H (-2.365, -2.678, 5.104)  0.37
H (-2.919, -4.196, 4.261)  0.32
H (-1.352, -4.090, 5.190)  0.45
H (-2.780, -1.826, 2.635)  0.26
H (-2.634, 0.188, 1.762)  0.62
H (-4.249, 1.190, -0.508)  0.51
H (-4.282, 1.786, 1.058)  0.75
H (-2.764, 2.106, 0.164)  -0.32
H (-5.051, -0.762, 0.021)  0.45
H (-4.549, -1.804, 1.322)  0.30
H (-5.237, -0.287, 1.696)  0.46
H (-1.671, -1.803, -2.247)  -2.25
H (-4.102, -2.860, -0.856)  0.57
H (-3.051, -3.658, -2.167)  0.32
H (-2.583, -3.508, -0.451)  0.18
H (-4.595, -0.736, -2.144)  0.31
H (-3.095, 0.308, -2.602)  0.21
H (-3.391, -1.133, -3.487)  0.54
Cl (4.876, 5.501, 3.694)  -0.10
C (3.387, 4.850, 4.175)  -0.01
C (3.080, 4.145, 5.255)  -1.39
C (1.808, 3.446, 5.175)  1.37
Cl (0.943, 3.410, 6.766)  -0.11
C (1.973, 2.028, 4.569)  -0.05
C (0.865, 1.081, 4.494)  -0.82
C (1.125, -0.178, 4.027)  -0.03
C (2.449, -0.515, 3.666)  -0.80
N (3.425, 0.365, 3.698)  -0.55
C (3.197, 1.588, 4.010)  1.21
C (4.437, 2.324, 4.284)  -0.02
O (5.480, 2.360, 4.645)  -0.08
H (3.712, 3.908, 6.079)  0.63
H (-0.055, 1.413, 4.991)  0.46
H (0.318, -0.934, 4.019)  0.31
H (2.692, -1.462, 3.260)  0.61
C (-0.574, 4.387, -2.398)  -1.45
C (-0.498, 3.390, -1.248)  0.29
O (-0.252, 2.188, -1.275)  -0.12
N (-0.775, 3.988, -0.099)  -0.01
C (-0.906, 3.198, 1.112)  0.69
C (0.136, 3.615, 2.036)  0.42
C (-0.099, 4.122, 3.251)  -1.73
C (1.060, 4.434, 4.212)  -0.75
C (2.182, 4.998, 3.303)  -0.15
C (2.362, 4.129, 1.949)  -0.63
N (1.383, 3.512, 1.432)  -0.10
H (0.222, 4.257, -3.126)  0.29
H (-0.452, 5.379, -2.038)  0.48
H (-1.621, 4.359, -2.803)  0.27
H (-0.843, 4.988, -0.118)  0.23
H (-0.776, 2.139, 0.910)  -0.77
H (-1.932, 3.355, 1.510)  0.67
H (-1.103, 4.140, 3.628)  0.51
H (0.671, 5.182, 4.908)  0.98
H (1.933, 5.995, 2.956)  0.78
H (3.283, 4.072, 1.324)  0.41

Here are the calculated max |F| numbers, same order: 0.0808; 0.0109; 0.0157; 0.0730 (Eh/bohr).